1.
Molecular formula: C3H13N2O
Method: DFT, ωB97M-V/def2-TZVPD

Bonds (Å) are listed after each position.
CARTESIAN COORDINATES (ANGSTROEM)
1 N -0.09786 -1.14404 0.66212  C2 1.488, H6 1.061, H7 1.024, H8 1.019
2 C -0.22026 -0.13160 -0.42196  N1 1.488, C3 1.582, C4 1.569, H9 1.086
3 C -1.71442 -0.16919 -0.94164  C2 1.582, H10 1.097, H11 1.089, H12 1.083
4 C 0.10825 1.38050 -0.16504  C2 1.569, N5 1.451, H13 1.089, H14 1.105
5 N 0.28297 2.01442 -1.45845  C4 1.451, H15 1.008, H16 1.011
6 H 0.70291 -1.01837 1.34692  N1 1.061
7 H -0.92503 -1.24213 1.25703  N1 1.024
8 H -0.07292 -2.03008 0.15926  N1 1.019
9 H 0.32257 -0.48243 -1.29467  C2 1.086
10 H -2.33612 0.50603 -0.34029  C3 1.097
11 H -1.83666 0.11908 -1.98477  C3 1.089
12 H -2.04242 -1.19768 -0.85845  C3 1.083
13 H 1.01647 1.38744 0.43505  C4 1.089
14 H -0.71578 1.81327 0.43008  C4 1.105
15 H 0.63905 2.95624 -1.40814  N5 1.008
16 H -0.65841 1.97088 -1.82489  N5 1.011
17 H 2.87696 -1.63565 1.47080  O19 0.974
18 H 2.56934 -1.58056 2.88945  O19 0.965
19 O 2.10135 -1.51611 2.04760  H17 0.974, H18 0.965

Output
Energy (eV): -8342.948
HOMO (Ha): -0.487
Gap between HOMO and LUMO (eV): 10.0
Energy relative to the best compared isomer or geometry (same formula, charge and spin) (kJ/mol): 99.8
Net charge: +1

Calculated atomic charges, method Mulliken, unit e: number 1, N, carries -0.237; number 2, C, carries 0.112; number 3, C, carries -1.516; number 4, C, carries -0.590; number 5, N, carries -0.562; number 6, H, carries 0.346; number 7, H, carries 0.388; number 8, H, carries 0.382; number 9, H, carries 0.203; number 10, H, carries 0.365; number 11, H, carries 0.439; number 12, H, carries 0.457; number 13, H, carries 0.423; number 14, H, carries 0.313; number 15, H, carries 0.250; number 16, H, carries 0.228; number 17, H, carries 0.305; number 18, H, carries 0.320; number 19, O, carries -0.626

---

2.
Molecular formula: C3H13N2O2S
Method: DFT, ωB97M-V/def2-TZVPD

Bonds (Å) are listed after each position.
CARTESIAN COORDINATES (ANGSTROEM)
1 C 1.23420 -0.14408 -0.50362  C2 1.523, N4 1.559, H7 1.123, H8 1.207
2 C 0.06201 0.03493 -1.45886  C1 1.523, S3 1.882, H9 1.103, H10 1.094
3 S -0.24508 1.81200 -1.99707  C2 1.882
4 N 1.41607 -1.68323 -0.33788  C1 1.559, C5 1.480, H11 0.988
5 C 2.02106 -1.93750 0.98841  N4 1.480, N6 1.428, H12 1.177, H13 0.998
6 N 0.92084 -2.06227 1.88985  C5 1.428, H14 0.958, H15 0.963
7 H 1.44933 0.38831 0.46094  C1 1.123
8 H 2.20224 0.28334 -1.08459  C1 1.207
9 H 0.18465 -0.48780 -2.42287  C2 1.103
10 H -0.88315 -0.31879 -1.03573  C2 1.094
11 H 2.06890 -2.00478 -1.00676  N4 0.988
12 H 2.60257 -2.96048 0.97988  C5 1.177
13 H 2.54176 -1.17500 1.36755  C5 0.998
14 H 0.48185 -2.91124 1.95707  N6 0.958
15 H 0.19353 -1.43440 1.83058  N6 0.963
16 H -4.60803 2.12308 -0.92300  O18 1.031
17 H -5.18822 1.64851 0.29876  O18 0.900
18 O -5.50148 2.10716 -0.40952  H16 1.031, H17 0.900
19 H -0.17976 3.53420 0.06534  O21 0.907
20 H -0.28869 2.14263 0.57584  O21 0.943
21 O -0.48460 3.04544 0.76567  H19 0.907, H20 0.943

Output
Energy (eV): -21231.315
HOMO (Ha): -0.101
Gap between HOMO and LUMO (eV): 6.3
Energy relative to the best compared isomer or geometry (same formula, charge and spin) (kJ/mol): 294.6
Net charge: -1

Calculated atomic charges, method Mulliken, unit e: number 1, C, carries -0.291; number 2, C, carries -0.802; number 3, S, carries -0.707; number 4, N, carries -0.491; number 5, C, carries -0.487; number 6, N, carries -0.573; number 7, H, carries 0.371; number 8, H, carries 0.138; number 9, H, carries 0.280; number 10, H, carries 0.259; number 11, H, carries 0.252; number 12, H, carries 0.299; number 13, H, carries 0.415; number 14, H, carries 0.178; number 15, H, carries 0.215; number 16, H, carries 0.361; number 17, H, carries 0.288; number 18, O, carries -0.654; number 19, H, carries 0.313; number 20, H, carries 0.273; number 21, O, carries -0.638

---

3.
Molecular formula: C3H13N2O3
Method: DFT, ωB97M-V/def2-TZVPD

Bonds (Å) are listed after each position.
CARTESIAN COORDINATES (ANGSTROEM)
1 N 0.56094 1.18437 0.31638  C2 1.530, H7 1.048, H8 1.030, H9 1.042
2 C 0.00848 0.42489 -0.89202  N1 1.530, C3 1.516, C4 1.540, H10 1.129
3 C 1.03795 0.04855 -1.93879  C2 1.516, H11 1.074, H12 1.112, H13 1.125
4 C -0.47497 -0.92121 -0.32080  C2 1.540, N5 1.359, O6 1.218
5 N -1.41120 -1.68039 -0.94947  C4 1.359, H14 1.032, H15 1.018
6 O 0.02674 -1.29869 0.72310  C4 1.218
7 H -0.00015 1.99784 0.66588  N1 1.048
8 H 1.54925 1.39479 0.11794  N1 1.030
9 H 0.50981 0.46849 1.07211  N1 1.042
10 H -0.82241 1.08212 -1.28293  C2 1.129
11 H 0.69933 0.21978 -2.94299  C3 1.074
12 H 1.37007 -0.99459 -1.74206  C3 1.112
13 H 2.01105 0.59950 -1.81412  C3 1.125
14 H -1.26833 -2.69944 -0.87672  N5 1.032
15 H -1.56278 -1.50709 -1.94159  N5 1.018
16 H 1.60541 -0.43607 3.06497  O18 0.964
17 H 1.48495 -1.64601 2.15820  O18 0.962
18 O 1.82071 -0.74431 2.17758  H16 0.964, H17 0.962
19 H -2.37200 0.73432 1.24231  O21 0.964
20 H -2.70254 2.12576 1.85380  O21 0.962
21 O -2.07032 1.64738 1.30922  H19 0.964, H20 0.962

Output
Energy (eV): -12438.678
HOMO (Ha): -0.522
Gap between HOMO and LUMO (eV): 11.3
Energy relative to the best compared isomer or geometry (same formula, charge and spin) (kJ/mol): 95.9
Net charge: +1

Calculated atomic charges, method Mulliken, unit e: number 1, N, carries -0.260; number 2, C, carries 0.429; number 3, C, carries -1.269; number 4, C, carries 0.072; number 5, N, carries -0.474; number 6, O, carries -0.558; number 7, H, carries 0.326; number 8, H, carries 0.356; number 9, H, carries 0.323; number 10, H, carries 0.416; number 11, H, carries 0.322; number 12, H, carries 0.370; number 13, H, carries 0.344; number 14, H, carries 0.311; number 15, H, carries 0.269; number 16, H, carries 0.317; number 17, H, carries 0.338; number 18, O, carries -0.638; number 19, H, carries 0.307; number 20, H, carries 0.306; number 21, O, carries -0.607

---

4.
Molecular formula: C3H13N2OS2
Method: DFT, ωB97M-V/def2-TZVPD

Bonds (Å) are listed after each position.
CARTESIAN COORDINATES (ANGSTROEM)
1 S -0.37379 1.49672 0.87078  S2 1.988, H8 1.342
2 S -0.21224 0.40349 -0.78131  S1 1.988
3 C -2.56235 -1.91929 0.63923  C4 1.321, H9 1.079, H10 1.088
4 C -1.42880 -2.57494 0.46234  C3 1.321, C5 1.521, H11 1.087
5 C -0.13679 -2.35183 1.23307  C4 1.521, N6 1.459, H12 1.092, H13 1.095
6 N 0.99879 -2.70228 0.38654  C5 1.459, H14 1.020, H15 1.017
7 N 2.46483 3.08685 -0.11195  H16 1.010, H17 1.006, H18 1.009
8 H -1.60089 2.01485 0.70688  S1 1.342
9 H -3.48244 -2.16157 0.13038  C3 1.079
10 H -2.56181 -1.05739 1.30306  C3 1.088
11 H -1.39124 -3.50079 -0.10536  C4 1.087
12 H -0.23176 -3.05798 2.06074  C5 1.092
13 H -0.18691 -1.33428 1.63455  C5 1.095
14 H 1.17611 -1.93321 -0.26033  N6 1.020
15 H 1.84190 -2.68426 0.95501  N6 1.017
16 H 2.43333 2.07774 -0.11688  N7 1.010
17 H 3.42703 3.38004 -0.13190  N7 1.006
18 H 1.90103 3.43326 -0.87416  N7 1.009
19 H -0.34366 3.63770 -3.19136  O21 0.960
20 H 0.02089 2.41438 -2.30920  O21 0.965
21 O 0.24877 3.33278 -2.50014  H19 0.960, H20 0.965

Output
Energy (eV): -30018.513
⟨S²⟩: 0.754
HOMO (spin up / spin down) (Ha): -0.332 / -0.348
Gap between HOMO and LUMO (spin up / spin down) (eV): 9.4 / 7.3
Energy relative to the best compared isomer or geometry (same formula, charge and spin) (kJ/mol): 0.0
Spin multiplicity: 2

Calculated atomic charges, method Mulliken, unit e: number 1, S, carries -0.039; number 2, S, carries -0.206; number 3, C, carries -0.667; number 4, C, carries -0.151; number 5, C, carries -0.250; number 6, N, carries -0.645; number 7, N, carries -0.606; number 8, H, carries 0.177; number 9, H, carries 0.263; number 10, H, carries 0.191; number 11, H, carries 0.319; number 12, H, carries 0.365; number 13, H, carries 0.168; number 14, H, carries 0.226; number 15, H, carries 0.240; number 16, H, carries 0.188; number 17, H, carries 0.203; number 18, H, carries 0.255; number 19, H, carries 0.288; number 20, H, carries 0.262; number 21, O, carries -0.580

---

5.
Molecular formula: C3H13N2Si
Method: DFT, ωB97M-V/def2-TZVPD

Bonds (Å) are listed after each position.
CARTESIAN COORDINATES (ANGSTROEM)
1 C -0.62129 -1.07624 1.89141  N5 1.481, H7 1.091, H8 1.089, H9 1.088
2 C -1.54350 -0.29002 -0.22943  N5 1.475, H10 1.091, H11 1.090, H12 1.093
3 C 0.70534 -1.15782 -0.10819  N5 1.427, H13 1.075, H14 1.075
4 N 1.69387 0.51753 -1.46495  Si6 1.702, H15 1.002
5 N -0.32250 -0.44980 0.58333  C1 1.481, C2 1.475, C3 1.427, H16 1.059
6 Si 1.11182 2.08634 -1.15198  N4 1.702, H17 1.453, H18 1.464, H19 1.513
7 H -0.96850 -2.09862 1.73673  C1 1.091
8 H 0.27286 -1.10435 2.51222  C1 1.089
9 H -1.39245 -0.50814 2.40835  C1 1.088
10 H -2.24772 0.37288 0.27626  C2 1.091
11 H -1.28167 0.14349 -1.19451  C2 1.090
12 H -2.01905 -1.26154 -0.38691  C2 1.093
13 H 0.41211 -1.83445 -0.89105  C3 1.075
14 H 1.61873 -1.34337 0.42767  C3 1.075
15 H 1.62802 0.04220 -2.34477  N4 1.002
16 H 0.04999 0.52676 0.75233  N5 1.059
17 H 2.29263 2.92705 -1.25264  Si6 1.453
18 H -0.08258 2.54855 -1.86094  Si6 1.464
19 H 0.69389 1.95955 0.29710  Si6 1.513

Output
Energy (eV): -14169.392
HOMO (spin up / spin down) (Ha): -0.513 / -0.494
Gap between HOMO and LUMO (spin up / spin down) (eV): 9.1 / 8.3
Energy relative to the best compared isomer or geometry (same formula, charge and spin) (kJ/mol): 424.3
Net charge: +1

Calculated atomic charges, method Mulliken, unit e: number 1, C, carries -0.870; number 2, C, carries -0.909; number 3, C, carries -0.488; number 4, N, carries -0.375; number 5, N, carries 0.306; number 6, Si, carries 0.348; number 7, H, carries 0.399; number 8, H, carries 0.362; number 9, H, carries 0.360; number 10, H, carries 0.377; number 11, H, carries 0.350; number 12, H, carries 0.404; number 13, H, carries 0.356; number 14, H, carries 0.340; number 15, H, carries 0.284; number 16, H, carries -0.061; number 17, H, carries -0.084; number 18, H, carries -0.069; number 19, H, carries -0.031

---

6.
Molecular formula: C3H13N3
Method: DFT, ωB97M-V/def2-TZVPD

Bonds (Å) are listed after each position.
CARTESIAN COORDINATES (ANGSTROEM)
1 C -2.12785 1.15539 0.08976  N2 1.446, H4 1.106, H5 1.139, H6 1.113
2 N -1.48366 0.07136 -0.61703  C1 1.446, C3 1.431, H7 0.963
3 C -1.67612 -1.14824 0.10639  N2 1.431, H8 1.056, H9 1.127, H10 1.085
4 H -1.59415 1.43207 1.01834  C1 1.106
5 H -3.19713 0.94678 0.42227  C1 1.139
6 H -2.00496 2.05603 -0.55272  C1 1.113
7 H -1.57727 0.01492 -1.57378  N2 0.963
8 H -2.68571 -1.40515 0.27804  C3 1.056
9 H -1.20905 -2.03080 -0.41611  C3 1.127
10 H -1.23737 -1.11366 1.09793  C3 1.085
11 N 1.65264 0.73139 0.92226  C12 1.458, H14 0.980, H15 1.040
12 C 2.53586 0.35018 -0.17322  N11 1.458, N13 1.487, H16 1.097, H17 1.146
13 N 2.42609 -1.01206 -0.75907  C12 1.487, H18 1.096, H19 1.006
14 H 1.31172 -0.03585 1.42869  N11 0.980
15 H 0.88957 1.33365 0.55369  N11 1.040
16 H 3.60200 0.46125 0.06231  C12 1.097
17 H 2.26567 1.09656 -0.99927  C12 1.146
18 H 1.35270 -1.22660 -0.80804  N13 1.096
19 H 2.75700 -1.67720 -0.08043  N13 1.006

Output
SMILES: CNC.NCN
Energy (eV): -7790.972
HOMO (Ha): -0.322
Gap between HOMO and LUMO (eV): 9.7
Energy relative to the best compared isomer or geometry (same formula, charge and spin) (kJ/mol): 101.5

Calculated atomic charges, method Mulliken, unit e: number 1, C, carries -0.903; number 2, N, carries -0.157; number 3, C, carries -1.049; number 4, H, carries 0.269; number 5, H, carries 0.264; number 6, H, carries 0.331; number 7, H, carries 0.223; number 8, H, carries 0.412; number 9, H, carries 0.306; number 10, H, carries 0.300; number 11, N, carries -0.572; number 12, C, carries -0.347; number 13, N, carries -0.642; number 14, H, carries 0.233; number 15, H, carries 0.271; number 16, H, carries 0.306; number 17, H, carries 0.253; number 18, H, carries 0.255; number 19, H, carries 0.247

---

Question: What is the formula in the sixth record?
Answer: C3H13N3

---

Repeat the third record exactly.
Molecular formula: C3H13N2O3
Method: DFT, ωB97M-V/def2-TZVPD

Bonds (Å) are listed after each position.
CARTESIAN COORDINATES (ANGSTROEM)
1 N 0.56094 1.18437 0.31638  C2 1.530, H7 1.048, H8 1.030, H9 1.042
2 C 0.00848 0.42489 -0.89202  N1 1.530, C3 1.516, C4 1.540, H10 1.129
3 C 1.03795 0.04855 -1.93879  C2 1.516, H11 1.074, H12 1.112, H13 1.125
4 C -0.47497 -0.92121 -0.32080  C2 1.540, N5 1.359, O6 1.218
5 N -1.41120 -1.68039 -0.94947  C4 1.359, H14 1.032, H15 1.018
6 O 0.02674 -1.29869 0.72310  C4 1.218
7 H -0.00015 1.99784 0.66588  N1 1.048
8 H 1.54925 1.39479 0.11794  N1 1.030
9 H 0.50981 0.46849 1.07211  N1 1.042
10 H -0.82241 1.08212 -1.28293  C2 1.129
11 H 0.69933 0.21978 -2.94299  C3 1.074
12 H 1.37007 -0.99459 -1.74206  C3 1.112
13 H 2.01105 0.59950 -1.81412  C3 1.125
14 H -1.26833 -2.69944 -0.87672  N5 1.032
15 H -1.56278 -1.50709 -1.94159  N5 1.018
16 H 1.60541 -0.43607 3.06497  O18 0.964
17 H 1.48495 -1.64601 2.15820  O18 0.962
18 O 1.82071 -0.74431 2.17758  H16 0.964, H17 0.962
19 H -2.37200 0.73432 1.24231  O21 0.964
20 H -2.70254 2.12576 1.85380  O21 0.962
21 O -2.07032 1.64738 1.30922  H19 0.964, H20 0.962

Output
Energy (eV): -12438.678
HOMO (Ha): -0.522
Gap between HOMO and LUMO (eV): 11.3
Energy relative to the best compared isomer or geometry (same formula, charge and spin) (kJ/mol): 95.9
Net charge: +1

Calculated atomic charges, method Mulliken, unit e: number 1, N, carries -0.260; number 2, C, carries 0.429; number 3, C, carries -1.269; number 4, C, carries 0.072; number 5, N, carries -0.474; number 6, O, carries -0.558; number 7, H, carries 0.326; number 8, H, carries 0.356; number 9, H, carries 0.323; number 10, H, carries 0.416; number 11, H, carries 0.322; number 12, H, carries 0.370; number 13, H, carries 0.344; number 14, H, carries 0.311; number 15, H, carries 0.269; number 16, H, carries 0.317; number 17, H, carries 0.338; number 18, O, carries -0.638; number 19, H, carries 0.307; number 20, H, carries 0.306; number 21, O, carries -0.607